# 1
This record from the Open Molecules 2025 dataset describes the molecule C7H10N2O. The level of theory is wB97M-V/def2-TZVPD.

Positions of all 20 atoms, in Å:
1 C 3.026 -0.368 -0.086
2 C 2.485 0.890 -0.194
3 C 0.997 -0.549 0.569
4 C 0.114 1.671 0.181
5 C -1.249 -0.919 -0.068
6 C -2.491 -1.120 0.770
7 C -1.243 -0.500 -1.356
8 N 2.067 -1.231 0.439
9 N 1.179 0.742 0.232
10 O -0.247 -1.021 0.774
11 H 4.088 -0.588 -0.436
12 H 2.746 1.769 -0.651
13 H -0.107 2.062 -0.804
14 H -0.781 1.065 0.504
15 H -2.595 -0.304 1.594
16 H -2.403 -2.011 1.285
17 H -3.311 -1.180 0.142
18 H 0.266 2.580 0.766
19 H -2.212 -0.636 -1.870
20 H -0.331 -0.351 -1.791

Forces on atoms 1 to 6 (eV/Å):
C 0.94 0.76 -0.14
C -1.24 -2.58 0.78
C 0.04 0.78 -1.45
C -1.83 0.49 0.60
C -2.68 1.01 -1.57
C 1.32 2.41 0.65

Energy above the lowest of the compared OMol25 structures with the same formula, charge and spin: 268.0 kJ/mol
Kohn-Sham gap: 0.34816 Ha
SMILES: C=C(C)Oc1nccn1C
HOMO level: -8.66 eV
Largest force on an atom: 0.080 Eh/bohr

---

# 2
This record from the Open Molecules 2025 dataset describes a cluster of 2 separate species, C7H10N2O in total. The level of theory is wB97M-V/def2-TZVPD.

Positions of all 20 atoms, in Å:
1 C 0.635 0.143 0.369
2 C 1.188 -1.046 0.023
3 C 1.509 1.201 0.293
4 C 0.733 -2.325 0.087
5 C -1.431 0.574 -0.056
6 C -1.860 1.909 0.448
7 C -2.176 -0.503 -0.602
8 N 2.624 -0.812 -0.038
9 N 2.664 0.565 -0.261
10 O 1.452 2.395 0.412
11 H 1.318 -3.177 0.075
12 H -0.360 -2.544 0.121
13 H -2.479 2.341 -0.315
14 H -2.382 1.729 1.415
15 H -0.996 2.456 0.668
16 H -2.086 -0.781 -1.758
17 H -1.740 -1.370 -0.031
18 H -3.362 -0.411 -0.421
19 H 3.260 -1.410 -0.591
20 H 3.490 1.067 0.160

Forces on atoms 1 to 6 (eV/Å):
C -8.36 0.24 -0.85
C 3.23 -1.34 0.90
C 2.16 0.03 -2.00
C -3.30 0.25 -0.29
C 4.52 1.07 1.00
C -0.31 -2.49 0.55

Energy above the lowest of the compared OMol25 structures with the same formula, charge and spin: 775.0 kJ/mol
Kohn-Sham gap (spin up / spin down): 0.22992 / 0.32578 Ha
HOMO level (spin up / spin down): -7.47 / -8.25 eV
Largest force on an atom: 0.163 Eh/bohr

---

# 3
This record from the Open Molecules 2025 dataset describes a cluster of 2 separate species, C7H10N2O in total. The level of theory is wB97M-V/def2-TZVPD.

Positions of all 20 atoms, in Å:
1 C 2.630 -2.266 -1.256
2 C 2.221 -0.957 -0.976
3 C 1.033 -1.123 -0.290
4 C -0.903 2.368 -0.544
5 C -0.589 2.413 0.943
6 C -1.118 1.211 0.315
7 C -0.321 -3.104 0.427
8 N 1.751 -3.141 -0.779
9 N 0.781 -2.433 -0.195
10 O 2.880 0.192 -1.305
11 H 3.506 -2.597 -1.775
12 H -1.761 2.902 -0.937
13 H -0.067 2.375 -1.231
14 H 0.454 2.442 1.227
15 H -1.221 2.980 1.617
16 H -1.923 0.534 0.498
17 H -0.405 -2.819 1.478
18 H -1.260 -2.872 -0.079
19 H -0.129 -4.173 0.354
20 H 2.381 0.941 -0.960

Forces on atoms 1 to 6 (eV/Å):
C -0.37 0.28 0.18
C -0.32 0.44 0.28
C 0.68 -0.21 -0.38
C -0.26 0.04 -0.23
C -0.09 0.04 0.30
C 0.22 0.13 -0.09

Spin multiplicity: 3
Energy above the lowest of the compared OMol25 structures with the same formula, charge and spin: 164.4 kJ/mol
Kohn-Sham gap (spin up / spin down): 0.33467 / 0.24168 Ha
HOMO level (spin up / spin down): -8.26 / -8.43 eV
Largest force on an atom: 0.016 Eh/bohr

---

# 4
This record from the Open Molecules 2025 dataset describes a cluster of 2 separate species, C7H10N2O2 in total. The level of theory is wB97M-V/def2-TZVPD.

Positions of all 21 atoms, in Å:
1 C -2.306 -0.165 0.473
2 C -1.787 -1.343 0.141
3 C -0.721 0.331 -1.276
4 C -1.214 0.873 0.108
5 C -0.442 -1.082 -0.626
6 C 0.028 0.755 0.986
7 C 0.549 -0.691 0.475
8 N 2.957 -0.254 -0.366
9 N 2.017 0.247 -0.865
10 O 1.021 1.774 0.832
11 O 1.306 -1.447 1.059
12 H -3.064 0.033 1.321
13 H -2.147 -2.312 0.365
14 H -1.484 0.174 -2.005
15 H 0.278 0.737 -1.723
16 H -1.626 1.998 0.207
17 H -0.283 -1.830 -1.426
18 H -0.269 0.760 2.116
19 H 3.928 -0.063 -0.554
20 H 0.605 2.446 0.372
21 H 2.657 -0.941 0.386

Forces on atoms 1 to 6 (eV/Å):
C 0.73 0.71 2.56
C 0.97 0.95 -1.06
C 1.65 -0.52 1.01
C -1.61 3.64 -0.84
C -1.51 0.23 -0.99
C -0.08 -1.41 1.99

Energy above the lowest of the compared OMol25 structures with the same formula, charge and spin: 543.0 kJ/mol
Kohn-Sham gap: 0.35572 Ha
HOMO level: -8.69 eV
Largest force on an atom: 0.079 Eh/bohr